Record 1
DFT (the ωB97M-V functional and the def2-TZVPD basis) results for a molecular structure, C19H20CoN6O5.

Each line ends with the Mulliken charge.
Positions of all 51 atoms, in Å:
C -1.684 1.519 -1.707  -0.40
H -4.774 1.263 -0.333  0.47
H 1.133 -2.019 -2.035  0.27
H -1.262 2.065 1.152  0.37
O -2.748 -2.650 -0.038  -0.77
C 2.510 -0.100 2.266  0.05
C -0.397 1.850 1.754  -0.39
C -1.671 -2.112 -0.229  0.73
C -3.978 1.615 -0.978  -1.00
C 3.676 -1.685 1.428  -0.75
O 2.108 0.146 -1.085  -0.46
H 5.406 -1.394 2.810  0.43
N 2.483 -1.018 1.338  0.26
N -0.433 0.979 -1.564  0.33
C -2.729 1.074 -0.860  -0.11
H -1.097 3.631 -4.314  0.40
N 1.175 1.805 3.269  -0.14
O -1.113 -1.247 0.552  -0.61
H -0.273 -4.918 2.769  0.27
C -0.905 2.888 -3.548  -0.80
H -0.240 -3.196 3.237  0.25
O 0.711 -3.646 1.436  -0.42
H -0.399 3.259 3.476  0.42
H -2.514 0.291 -0.143  0.77
N 3.671 -0.136 2.969  -0.14
N 0.483 0.855 1.418  0.47
N 0.544 -2.109 -1.216  -0.07
H -1.036 -3.439 -1.820  0.43
C 1.413 0.848 2.346  0.58
C -0.868 -2.411 -1.501  -0.71
C 4.425 -1.158 2.438  -0.62
C -1.957 2.499 -2.684  0.95
H -5.245 3.030 -2.013  0.39
H 1.565 -3.642 1.876  0.24
H 3.952 0.465 3.723  0.16
H 0.912 -2.845 -0.616  0.34
C -3.260 3.043 -2.776  -0.75
C 1.925 0.806 -2.163  0.12
C -4.249 2.614 -1.938  -0.59
C 0.016 2.454 2.899  -0.83
Co 0.559 -0.530 -0.068  0.51
H 1.717 1.998 4.093  0.16
H -3.457 3.798 -3.527  0.39
C -0.313 -3.891 2.396  -0.60
H 1.167 2.564 -4.034  0.56
C 0.322 2.322 -3.406  -0.88
H -1.220 -1.741 -2.288  0.20
C 0.519 1.374 -2.375  0.59
H 3.936 -2.477 0.746  0.46
H -1.265 -3.722 1.900  0.22
O 2.759 1.033 -3.031  -0.75

Force components x, y, z for each atom (eV/Å):
C -0.037 -0.143 -0.010
H 0.002 -0.001 -0.001
H -0.080 -0.031 -0.054
H -0.014 -0.014 -0.016
O -0.016 -0.015 -0.054
C -0.107 0.112 -0.133
C -0.023 -0.030 -0.068
C 0.029 0.053 0.069
C -0.028 0.006 0.001
C -0.053 0.065 0.028
O -0.091 0.042 0.165
H -0.003 -0.006 0.005
N 0.023 -0.422 0.140
N 0.054 -0.054 -0.035
C 0.025 -0.005 -0.022
H 0.003 -0.001 -0.001
N -0.048 0.012 -0.001
O 0.069 -0.167 0.237
H 0.003 -0.002 -0.001
C -0.017 0.001 -0.002
H -0.011 0.001 -0.006
O 0.090 -0.159 -0.169
H 0.009 0.007 -0.002
H -0.007 0.057 0.030
N -0.006 -0.049 0.018
N 0.184 0.097 -0.077
N 0.017 -0.195 0.040
H 0.001 -0.003 0.014
C 0.090 -0.021 0.024
C 0.019 -0.039 0.021
C 0.033 0.033 0.013
C -0.002 0.049 -0.035
H -0.002 -0.002 -0.001
H -0.044 0.040 0.057
H 0.011 0.028 -0.029
H 0.061 -0.006 -0.024
C 0.009 -0.009 -0.002
C 0.034 0.002 -0.036
C 0.015 -0.015 0.014
C 0.011 -0.021 0.036
Co -0.188 0.638 -0.290
H -0.006 -0.005 0.000
H -0.001 0.002 0.002
C -0.011 0.084 -0.004
H 0.003 0.005 0.003
C -0.009 -0.014 0.031
H -0.020 0.015 0.018
C 0.049 0.082 0.058
H -0.001 -0.022 0.019
H -0.013 -0.011 0.000
O -0.008 0.028 0.028

Energy above the lowest of the compared OMol25 structures with the same formula, charge and spin (kJ/mol): 78.8
HOMO-LUMO gap (alpha / beta) (eV): 8.063 / 8.061
Highest occupied orbital energy (alpha / beta) (Ha): -0.29935 / -0.29931
E_LUMO (alpha / beta) (eV): -0.083 / -0.083
Spin multiplicity: 2

---

Record 2
DFT (the ωB97M-V functional and the def2-TZVPD basis) results for 2 unconnected molecules or ions with the total composition C3H5BrO.

Each line ends with the Mulliken charge.
Positions of all 10 atoms, in Å:
H 0.086 -2.835 -0.718  0.29
H 1.196 1.611 0.638  0.30
C 0.000 -0.514 -0.221  -0.62
C -0.529 -2.007 -0.399  -0.21
H 0.979 -0.283 0.242  0.27
C -0.992 -1.299 0.606  0.05
Br -2.134 -1.293 2.021  -0.08
H -0.136 1.404 1.569  0.36
O 0.684 2.012 1.329  -0.64
H -0.319 0.070 -1.030  0.27

Force components x, y, z for each atom (eV/Å):
H -0.982 -0.405 -0.187
H -0.073 -0.520 -0.383
C -0.397 -1.946 1.135
C 1.920 1.528 2.036
H -0.548 -0.481 -0.454
C 0.692 -0.498 -2.609
Br -0.297 0.112 0.582
H 2.878 1.736 -1.152
O -2.799 -0.889 1.682
H -0.392 1.361 -0.650

Energy above the lowest of the compared OMol25 structures with the same formula, charge and spin (kJ/mol): 276.8
HOMO-LUMO gap (eV): 10.361
Highest occupied orbital energy (Ha): -0.35598
E_LUMO (eV): 0.674
Spin multiplicity: 1
SMILES: BrC1=CC1.O

---

Record 3
DFT (the ωB97M-V functional and the def2-TZVPD basis) results for 2 unconnected molecules or ions with the total composition C9H14.

Each line ends with the Mulliken charge.
Positions of all 23 atoms, in Å:
C 1.626 1.694 -2.357  -0.90
H -1.245 0.229 -0.770  0.30
H -0.042 2.424 -1.275  0.24
C -0.327 0.150 2.596  -0.23
H -2.201 -2.499 -0.443  0.40
H 1.377 3.419 -1.196  0.34
H -0.252 -3.052 1.664  0.51
H -0.661 -3.218 -0.959  0.37
H 2.687 1.296 -2.229  0.24
C -0.940 -0.124 0.242  -0.20
H -1.357 -2.071 -1.837  0.36
C -0.890 0.682 1.351  -0.81
H 1.121 0.802 -2.650  0.27
H 0.513 -1.632 3.647  0.24
C -0.232 -2.050 1.567  -0.38
C 0.962 2.347 -1.105  -0.66
H 1.708 2.510 -3.062  0.32
H -0.876 1.753 1.189  0.42
C -0.634 -1.546 0.348  0.56
C -1.260 -2.324 -0.732  -1.48
H 1.135 1.717 -0.135  0.17
H -0.189 0.756 3.468  0.42
C -0.024 -1.264 2.677  -0.48

Force components x, y, z for each atom (eV/Å):
C 1.587 -0.121 1.432
H 0.220 -0.057 1.053
H -2.788 0.126 -0.335
C -0.741 -2.148 -1.976
H -3.623 -1.401 1.051
H -0.576 -1.562 1.368
H 0.539 -3.480 0.321
H -0.568 -0.571 0.852
H -1.130 0.876 0.377
C 0.356 -1.874 -0.263
H 0.370 1.392 1.485
C 2.504 -0.418 1.626
H -0.807 -0.329 -0.818
H -1.414 0.433 -1.939
C -0.449 1.992 -0.979
C 4.156 -0.193 0.471
H -0.272 -0.446 -0.866
H -0.712 0.079 0.394
C -1.463 4.071 -0.147
C 3.912 -1.591 -3.399
H -0.069 1.731 -1.694
H 0.084 0.386 0.127
C 0.886 3.105 1.858

Energy above the lowest of the compared OMol25 structures with the same formula, charge and spin (kJ/mol): 227.5
HOMO-LUMO gap (eV): 9.758
Highest occupied orbital energy (Ha): -0.32360
E_LUMO (eV): 0.953
Spin multiplicity: 1
SMILES: Cc1ccccc1.CC

---

Record 4
DFT (the ωB97M-V functional and the def2-TZVPD basis) results for C3H7NO2 in the gas phase.

Each line ends with the Mulliken charge.
Positions of all 13 atoms, in Å:
H 0.207 0.045 -1.648  0.34
H -0.076 2.181 -0.149  0.43
H -1.517 -1.215 -0.558  0.49
H -0.041 1.225 1.227  0.33
H -0.904 -1.128 1.058  0.30
O 1.453 -0.268 1.247  -0.52
C -0.666 -1.217 -0.034  -1.33
C -0.492 1.259 0.082  -1.27
H -0.195 -2.244 -0.392  0.31
O 2.420 0.040 -0.638  -0.60
C 0.092 -0.027 -0.522  0.44
H -1.672 1.426 0.275  0.25
N 1.392 -0.075 0.051  0.84

Force components x, y, z for each atom (eV/Å):
H -0.086 -0.290 1.401
H 0.752 1.561 -1.601
H -3.701 0.089 -1.788
H -1.698 -0.106 -2.550
H 0.534 -0.441 -1.080
O 0.102 -0.105 0.217
C 2.624 -2.389 1.131
C -1.959 -0.524 5.154
H -0.510 2.095 1.284
O -1.756 0.042 0.185
C -1.696 1.569 -1.776
H 2.743 -0.949 -1.039
N 4.651 -0.552 0.464

Energy above the lowest of the compared OMol25 structures with the same formula, charge and spin (kJ/mol): 482.8
HOMO-LUMO gap (eV): 11.106
Highest occupied orbital energy (Ha): -0.39996
E_LUMO (eV): 0.222
Spin multiplicity: 1
SMILES: CC(C)[N+](=O)[O-]

---

- Among the records above, which one has the highest spin multiplicity?
  C19H20CoN6O5

---

- Which formula does entry 4 have?
  C3H7NO2

---

- What is the formula in the first record?
  C19H20CoN6O5